This record from the Open Molecules 2025 dataset describes a molecular structure, C8H12N2O in a non-equilibrium geometry. The level of theory is the ωB97M-V functional and the def2-TZVPD basis.

XYZ file:
```
23
Properties=species:S:1:pos:R:3:forces:R:3:lowdin_charge:R:1
C 3.843 -0.301 -0.468 2.6 -1.3 -1.2 0.13
C 2.932 0.469 -0.443 1.3 -1.1 -0.4 -0.24
C 0.633 -2.187 0.112 0.7 1.1 -0.5 -0.49
C -0.352 -1.507 -0.776 1.1 2.2 -1.0 -0.03
C -0.629 -0.241 -0.009 -1.2 2.2 1.2 -0.53
C -1.060 0.946 -0.917 1.2 -0.8 2.2 -0.02
C -1.674 -0.456 1.116 -2.1 1.1 -0.9 -0.03
C 1.875 1.156 0.018 -5.1 2.3 3.7 -0.09
N 1.183 -1.187 0.896 0.7 -2.5 2.0 0.02
N 0.551 0.034 0.852 3.3 1.3 -1.6 0.01
O 0.936 -3.343 0.132 0.3 -1.1 0.3 0.09
H 4.782 -0.816 -0.721 -1.2 0.4 0.5 0.05
H 0.031 -1.190 -1.792 -0.1 -1.0 1.0 0.16
H -1.248 -2.023 -0.843 -1.5 -1.4 -0.6 0.11
H -1.536 1.820 -0.502 0.5 0.3 0.7 0.10
H -1.788 0.533 -1.476 -2.9 -1.5 -2.0 0.04
H -0.325 1.128 -1.637 1.4 0.8 -0.9 0.05
H -1.416 0.218 1.947 -0.4 -0.4 -0.3 0.09
H -1.669 -1.468 1.417 0.3 -1.2 0.8 0.06
H -2.782 -0.307 0.813 1.8 0.1 0.1 0.12
H 1.240 1.818 -0.595 0.8 -0.5 0.1 0.08
H 2.081 1.661 1.024 -0.1 -0.5 -1.6 0.13
H 1.763 -1.551 1.727 -1.3 1.4 -1.6 0.20
```
Positions in Å, forces in eV/Å.

Molar mass in g/mol: 152.20
Relative energy (zero: lowest compared OMol25 entry of this formula, charge and spin) in kJ/mol: 485.5
HOMO level in eV: -8.25
LUMO energy in eV: 0.69
Multiplicity: 1
Gap between HOMO and LUMO in eV: 8.93
Maximum force in eV/Å: 6.73